ORCA calculation (wB97M-V/def2-TZVPD) on a molecular structure, C32H23N5O4PtS2.

```
! wB97M-V def2-TZVPD RIJCOSX def2/J DEFGRID3
* xyz 0 3
Pt -17.264 -3.943 3.076
O -21.065 -4.108 -0.742
C -20.153 -4.009 0.055
O -19.890 -3.108 0.901
C -18.108 -5.597 1.280
C -18.395 -7.084 0.880
C -17.305 -7.542 0.082
C -15.973 -7.050 0.173
C -14.814 -7.773 -0.307
C -13.552 -7.264 -0.148
C -13.404 -6.059 0.550
C -14.456 -5.218 0.899
C -15.759 -5.716 0.805
N -16.821 -4.930 1.174
H -18.479 -7.709 1.780
H -17.496 -8.291 -0.683
H -14.979 -8.782 -0.692
H -12.717 -7.860 -0.512
H -12.430 -5.723 0.897
H -14.309 -4.303 1.514
O -19.307 -2.877 6.759
S -18.157 -2.994 5.887
O -17.354 -1.825 5.578
N -18.708 -3.542 4.357
C -19.916 -4.061 3.984
C -21.088 -4.009 4.701
C -22.141 -4.855 4.337
C -22.114 -5.629 3.182
C -20.900 -5.851 2.409
C -20.859 -6.702 1.239
C -19.788 -6.606 0.254
C -19.200 -5.208 0.107
N -18.545 -5.364 2.584
C -19.822 -5.009 2.886
C -17.001 -4.286 6.293
C -15.769 -3.887 6.893
C -14.877 -4.894 7.349
C -15.159 -6.235 7.048
C -16.403 -6.603 6.464
C -17.257 -5.582 5.953
H -21.260 -3.329 5.487
H -23.114 -4.868 4.777
H -22.947 -6.301 2.948
H -21.752 -7.313 1.053
H -19.936 -7.036 -0.757
H -18.641 -5.144 -0.842
H -15.502 -2.794 7.001
H -14.044 -4.586 7.965
H -14.485 -6.997 7.409
H -16.689 -7.621 6.278
H -18.204 -5.820 5.451
N -17.567 -1.626 0.892
C -16.466 -1.473 1.670
N -16.062 -2.364 2.614
C -14.854 -1.930 3.152
C -14.023 -2.636 4.005
C -12.856 -2.025 4.410
C -12.523 -0.685 4.035
C -13.206 -0.062 3.013
C -14.364 -0.695 2.547
S -15.419 -0.098 1.310
H -18.271 -2.367 1.059
H -17.822 -0.960 0.147
H -14.369 -3.595 4.416
H -12.135 -2.631 4.964
H -11.636 -0.216 4.452
H -12.850 0.880 2.570
*
```

For the total energy, the calculation gives -2723.46811 a.u. The expectation value of S² is 2.058. For the highest occupied orbital energy (alpha / beta), the calculation gives -6.77 / -7.74 eV. For the energy above the lowest of the compared OMol25 structures with the same formula, charge and spin, the calculation gives 2.1311 eV. The HOMO-LUMO gap (alpha / beta) comes out at 4.82 / 5.67 eV. The LUMO energy (alpha / beta) is -2.0 / -2.1 eV.

Charges computed using natural (NBO), reported in e:
1. Pt 0.88
2. O -0.69
3. C 0.77
4. O -0.80
5. C 0.28
6. C -0.33
7. C 0.08
8. C -0.19
9. C -0.11
10. C -0.27
11. C -0.12
12. C -0.25
13. C 0.29
14. N -0.54
15. H 0.26
16. H 0.21
17. H 0.22
18. H 0.23
19. H 0.22
20. H 0.24
21. O -0.91
22. S 2.29
23. O -0.92
24. N -0.80
25. C 0.28
26. C -0.24
27. C -0.21
28. C -0.11
29. C -0.13
30. C -0.11
31. C -0.25
32. C -0.32
33. N -0.53
34. C 0.18
35. C -0.34
36. C -0.17
37. C -0.22
38. C -0.19
39. C -0.20
40. C -0.18
41. H 0.25
42. H 0.22
43. H 0.21
44. H 0.21
45. H 0.23
46. H 0.23
47. H 0.26
48. H 0.23
49. H 0.22
50. H 0.22
51. H 0.24
52. N -0.78
53. C 0.33
54. N -0.62
55. C 0.24
56. C -0.29
57. C -0.19
58. C -0.23
59. C -0.21
60. C -0.25
61. S 0.39
62. H 0.47
63. H 0.42
64. H 0.24
65. H 0.21
66. H 0.22
67. H 0.23



ORCA calculation (wB97M-V/def2-TZVPD) on a molecular structure, C32H23N6O2Sn.

```
! wB97M-V def2-TZVPD RIJCOSX def2/J DEFGRID3
* xyz 1 1
Sn -1.041 -1.626 -1.466
C -0.616 1.866 -3.288
O 0.143 0.990 -2.437
C 1.321 0.522 -2.905
C 1.825 0.797 -4.169
C 3.043 0.257 -4.556
C 3.770 -0.577 -3.704
C 3.272 -0.854 -2.451
C 2.059 -0.296 -2.034
N 1.518 -0.485 -0.757
N 2.314 -0.933 0.114
C 1.926 -1.499 1.249
C 0.541 -1.943 1.496
O -0.379 -1.881 0.647
C 0.221 -2.426 2.820
C 1.169 -2.541 3.760
C 2.560 -2.186 3.530
C 3.516 -2.386 4.523
C 4.841 -2.071 4.295
C 5.222 -1.533 3.066
C 4.283 -1.318 2.075
C 2.941 -1.651 2.291
H -0.026 2.739 -3.563
H -1.475 2.175 -2.702
H -0.949 1.341 -4.183
H 1.277 1.427 -4.855
H 3.429 0.488 -5.542
H 4.716 -0.995 -4.021
H 3.808 -1.499 -1.766
H -0.809 -2.708 2.997
H 0.904 -2.925 4.740
H 3.205 -2.797 5.478
H 5.582 -2.244 5.066
H 6.262 -1.292 2.882
H 4.579 -0.901 1.122
N -5.090 -6.591 -2.585
C -4.385 -5.890 -2.001
N -3.550 -5.143 -1.283
C -3.098 -4.007 -1.285
N -2.626 -2.913 -1.193
N -2.353 0.157 -1.172
C -2.368 1.118 -0.358
C -3.377 2.207 -0.538
C -3.121 3.475 -0.028
C -4.019 4.505 -0.272
C -5.172 4.265 -1.006
C -5.436 2.992 -1.505
C -4.540 1.963 -1.275
C -1.346 1.210 0.743
C -1.724 0.975 2.061
C -0.773 1.087 3.066
C 0.535 1.446 2.754
C 0.903 1.681 1.434
C -0.038 1.556 0.420
H -2.221 3.664 0.546
H -3.818 5.494 0.117
H -5.870 5.072 -1.193
H -6.340 2.804 -2.069
H -4.740 0.965 -1.648
H -2.748 0.706 2.297
H -1.059 0.910 4.095
H 1.269 1.548 3.545
H 1.920 1.970 1.195
H 0.234 1.737 -0.613
*
```

For the total energy, the calculation gives -1926.19848 a.u. For the highest occupied orbital energy (alpha / beta), the calculation gives -11.27 / -10.98 eV. For the energy above the lowest of the compared OMol25 structures with the same formula, charge and spin, the calculation gives 0.2547 eV. The HOMO-LUMO gap (alpha / beta) comes out at 5.72 / 5.50 eV. The LUMO energy (alpha / beta) is -5.6 / -5.5 eV.

Charges computed using natural (NBO), reported in e:
1. Sn 1.50
2. C -0.26
3. O -0.53
4. C 0.41
5. C -0.31
6. C -0.13
7. C -0.23
8. C -0.16
9. C -0.02
10. N -0.14
11. N -0.18
12. C 0.16
13. C 0.49
14. O -0.70
15. C -0.30
16. C -0.06
17. C -0.12
18. C -0.15
19. C -0.18
20. C -0.19
21. C -0.18
22. C 0.00
23. H 0.20
24. H 0.21
25. H 0.20
26. H 0.23
27. H 0.23
28. H 0.24
29. H 0.24
30. H 0.24
31. H 0.23
32. H 0.23
33. H 0.23
34. H 0.23
35. H 0.23
36. N -0.35
37. C 0.42
38. N -0.59
39. C 0.72
40. N -0.92
41. N -0.39
42. C 0.25
43. C -0.16
44. C -0.12
45. C -0.22
46. C -0.16
47. C -0.20
48. C -0.16
49. C -0.04
50. C -0.20
51. C -0.21
52. C -0.20
53. C -0.21
54. C -0.21
55. H 0.22
56. H 0.23
57. H 0.23
58. H 0.23
59. H 0.23
60. H 0.23
61. H 0.23
62. H 0.23
63. H 0.23
64. H 0.25



ORCA calculation (wB97M-V/def2-TZVPD) on a molecular structure, C32H23N6Ru.

```
! wB97M-V def2-TZVPD RIJCOSX def2/J DEFGRID3
* xyz 2 2
Ru -0.121 -0.054 -0.040
C 3.489 2.380 -0.780
C 2.574 1.320 -0.797
N 1.422 1.348 -0.158
C 1.064 2.474 0.531
C 1.932 3.573 0.607
C 3.172 3.499 -0.066
C 1.542 4.725 1.334
C 0.319 4.763 1.934
C -0.569 3.678 1.836
C -0.239 2.521 1.150
N -1.019 1.390 0.947
C -2.327 1.108 1.315
C -3.208 1.900 2.035
C -4.520 1.483 2.316
C -4.977 0.269 1.895
C -4.114 -0.596 1.177
C -4.520 -1.884 0.759
C -3.638 -2.692 0.102
C -2.344 -2.210 -0.142
N -1.940 -1.015 0.232
C -2.805 -0.184 0.888
H 4.419 2.292 -1.323
H 2.794 0.413 -1.349
H 3.852 4.341 -0.016
H 2.222 5.565 1.397
H 0.008 5.638 2.488
H -1.519 3.795 2.320
H -2.924 2.862 2.413
H -5.165 2.145 2.876
H -5.988 -0.053 2.109
H -5.528 -2.216 0.974
H -3.907 -3.684 -0.228
H -1.614 -2.828 -0.652
N 2.478 -1.553 2.942
C 2.092 -0.983 1.796
N 0.779 -0.939 1.663
C 0.266 -1.514 2.841
C -1.040 -1.739 3.284
C -1.205 -2.346 4.510
C -0.112 -2.734 5.302
C 1.181 -2.521 4.882
C 1.337 -1.906 3.644
H 3.432 -1.708 3.222
H 2.800 -0.622 1.069
H -1.900 -1.458 2.701
H -2.206 -2.532 4.875
H -0.291 -3.208 6.257
H 2.030 -2.816 5.483
N -0.770 0.541 -1.894
C -1.087 0.840 -2.957
C -1.482 1.206 -4.281
C -1.641 2.556 -4.599
C -2.023 2.898 -5.883
C -2.239 1.906 -6.831
C -2.077 0.564 -6.507
C -1.698 0.203 -5.227
H -1.470 3.318 -3.851
H -2.153 3.939 -6.147
H -2.536 2.181 -7.834
H -2.247 -0.199 -7.254
H -1.569 -0.837 -4.962
*
```

For the total energy, the calculation gives -1656.25740 a.u. The expectation value of S² is 0.798. For the highest occupied orbital energy (alpha / beta), the calculation gives -13.16 / -13.58 eV. For the energy above the lowest of the compared OMol25 structures with the same formula, charge and spin, the calculation gives 0.0000 eV. The HOMO-LUMO gap (alpha / beta) comes out at 7.50 / 5.96 eV. The LUMO energy (alpha / beta) is -5.7 / -7.6 eV.

Charges computed using natural (NBO), reported in e:
1. Ru 0.81
2. C -0.25
3. C 0.08
4. N -0.43
5. C 0.23
6. C -0.11
7. C -0.08
8. C -0.14
9. C -0.20
10. C -0.11
11. C 0.07
12. N -0.28
13. C 0.08
14. C -0.15
15. C -0.21
16. C -0.07
17. C -0.13
18. C -0.09
19. C -0.24
20. C 0.10
21. N -0.43
22. C 0.22
23. H 0.25
24. H 0.22
25. H 0.24
26. H 0.24
27. H 0.25
28. H 0.21
29. H 0.22
30. H 0.25
31. H 0.23
32. H 0.25
33. H 0.25
34. H 0.22
35. N -0.49
36. C 0.26
37. N -0.51
38. C 0.15
39. C -0.23
40. C -0.19
41. C -0.18
42. C -0.20
43. C 0.09
44. H 0.44
45. H 0.22
46. H 0.22
47. H 0.23
48. H 0.24
49. H 0.24
50. N -0.42
51. C 0.49
52. C -0.16
53. C -0.17
54. C -0.20
55. C -0.14
56. C -0.20
57. C -0.17
58. H 0.23
59. H 0.24
60. H 0.24
61. H 0.24
62. H 0.23